one | Density functional theory data (the ωB97M-V functional and the def2-TZVPD basis) for a gas-phase ion, C9H14N3 (charge +1).

Results
- Net charge: +1
- 2S+1: 1
- HOMO level (spin up / spin down): -12.449 / -12.449 eV

XYZ file:
```
26
Properties=species:S:1:pos:R:3:lowdin_charge:R:1
H -3.27767 -2.43818 -0.76359 0.11
H 3.73535 -0.87326 1.28954 0.15
H -1.07236 1.99109 1.90515 0.07
H -2.32061 2.09399 -0.95559 0.14
C 3.26295 0.15674 -1.44675 0.10
C -2.67076 -0.40474 -0.88327 0.00
N 0.54849 -0.87247 0.54199 0.18
C 2.66442 -1.34930 1.02003 -0.03
H 1.52041 1.12433 -0.73428 0.10
H -0.55056 2.26883 -0.60347 0.12
H 2.06664 -1.54301 1.92318 0.09
N 1.75253 -0.52566 0.25219 -0.17
N -1.56925 0.26120 -0.44001 -0.03
C 2.22989 0.36081 -0.62909 -0.16
H -0.64591 -2.76405 0.37262 0.13
H 2.95947 -2.39177 0.48348 0.15
H 3.92190 -0.73580 -1.27496 0.09
C -1.34088 -1.96931 0.16191 0.05
H -3.65391 0.10719 -0.97296 0.16
H 3.70772 0.91345 -2.10506 0.09
C -0.70445 -0.69465 0.14939 -0.23
H -1.86813 3.33347 1.06363 0.11
C -1.83781 2.17017 1.13079 -0.08
H -2.89445 1.80045 1.33467 0.10
C -1.46052 1.72459 -0.29292 -0.19
C -2.50251 -1.74410 -0.52661 -0.05
```

two | Density functional theory data (the ωB97M-V functional and the def2-TZVPD basis) for a gas-phase ion, C9H14N3 (charge +1).

Results
- Net charge: +1
- 2S+1: 1
- HOMO level (spin up / spin down): -13.161 / -13.161 eV

XYZ file:
```
26
Properties=species:S:1:pos:R:3:lowdin_charge:R:1
H -3.88926 0.50067 0.00947 0.09
H -4.39773 -1.09480 0.74556 0.09
C -1.70761 1.63936 -0.65511 -0.02
H -1.87477 2.15093 0.32150 0.11
C 2.02907 -0.53244 0.04803 -0.25
C -1.41669 0.26796 -0.39199 -0.24
N -0.42148 -1.61897 -0.31244 -0.16
C -2.27063 -0.71457 0.23648 -0.26
C -3.61137 -0.36651 0.65407 0.00
C 2.92748 0.46273 -0.47441 -0.02
N -1.63065 -1.85985 0.24007 0.19
H -0.82819 2.18246 -1.08592 0.12
H 4.00719 0.07889 -0.35797 0.16
C 0.68344 -2.48986 -0.34967 0.09
C 1.89542 -1.84372 -0.49213 0.01
H -3.56490 0.04266 1.69678 0.12
H 2.74499 -2.21322 -1.02616 0.13
H -2.75710 1.77542 -0.98229 0.10
H 2.80107 1.40303 -0.00852 0.08
H 2.13124 0.02118 2.11276 0.08
H 0.66992 0.57129 1.27369 0.11
H 0.80242 -0.95000 1.87592 0.13
C 1.48038 -0.18593 1.34791 -0.04
H 0.60103 -3.47271 -0.63910 0.12
H 2.82198 0.70641 -1.62049 0.16
N -0.23982 -0.36606 -0.62067 0.11
```

Stability summary: most stable two, least stable one.